Molecular formula: C5H8N2O
Method: DFT, ωB97M-V with the def2-TZVPD basis set

Its energy above the lowest of the compared OMol25 structures with the same formula, charge and spin is 380.9 kJ/mol. Its HOMO-LUMO gap is 8.47 eV. Its SMILES is [H]/N=C/N.C=C=CC=O. Its HOMO energy is -8.9 eV.

Geometry (Å):
H -0.0193 -2.1588 -0.0060
N -0.5045 -1.8291 -0.8388
C -0.8837 -0.6227 -0.7135
N -1.4577 0.0588 -1.7502
H -1.0952 -0.1363 0.4112
H -2.1141 0.7920 -1.5386
H -1.6391 -0.4766 -2.5867
C 1.2457 1.4478 -0.8089
C 1.0130 0.5688 0.1235
C 1.2350 0.0133 1.3416
C 0.1320 -0.1950 2.2045
O -1.0364 0.1270 1.8812
H 1.7998 2.3491 -0.5755
H 0.8563 1.3373 -1.8096
H 2.1794 -0.4663 1.5655
H 0.2889 -0.8094 3.1004